Entry 1:
Below is a 2-piece molecular cluster, C4H8N2O2 overall in a non-equilibrium geometry, with properties calculated with ωB97M-V/def2-TZVPD.

Geometry as XYZ:
```
16
Properties=species:S:1:pos:R:3:forces:R:3
C -0.22551 0.57484 1.22021 -1.4524 -0.0261 -3.3964
C -0.48985 -0.65390 -1.12062 0.2233 0.1888 3.1761
C 0.76591 0.06065 3.30180 0.6141 1.7868 0.4759
C -0.54385 0.02133 -3.34086 3.5123 -2.7503 1.1320
N -1.14029 1.40230 1.28753 0.9293 -1.5486 -2.3059
N -0.68914 -1.86023 -1.02600 0.1959 -0.2813 0.1844
O 0.71237 -0.02358 1.84337 1.2142 -1.3953 1.8598
O -0.15399 0.28290 -1.93009 -1.0681 0.3467 -1.4190
H 0.71000 1.18204 3.53570 -0.0076 -1.8445 0.2280
H 1.64525 -0.42195 3.73921 0.8046 0.7104 -1.0558
H 0.08907 -0.57935 3.82921 -1.7085 0.1879 -0.3096
H 0.19866 -0.81659 -3.61733 -1.2774 1.2042 -0.1944
H -0.21980 0.90788 -3.76394 0.0198 1.5759 -1.4160
H -1.52911 -0.32853 -3.52625 -0.9851 0.1649 0.3416
H -1.38021 1.80578 2.11325 -0.7897 1.6547 3.3415
H -0.28637 -2.56281 -1.63437 -0.2248 0.0258 -0.6424
```
Positions in Å, forces in eV/Å.

relative energy (zero: lowest compared OMol25 entry of this formula, charge and spin): 7.783 eV
LUMO (alpha / beta): 0.94 / 0.84 eV
gap between HOMO and LUMO (alpha / beta): 8.0 / 8.1 eV
multiplicity: 1

Entry 2:
Below is a 3-piece molecular cluster, C4H11N3O overall, with properties calculated with ωB97M-V/def2-TZVPD.

Geometry as XYZ:
```
19
Properties=species:S:1:pos:R:3:forces:R:3
N -2.25103 0.33402 -1.06228 0.0232 0.1958 0.4230
C -1.03365 0.76728 -1.51757 -0.4410 -0.0604 0.1146
N -0.21448 1.53496 -0.93320 0.3690 0.4884 -0.3750
O -0.59189 2.04618 0.31747 -0.5128 -0.2407 0.0452
H -2.71260 0.92058 -0.38396 -0.0533 -0.0172 -0.0995
H -2.85501 -0.11952 -1.71458 -0.1613 -0.0991 -0.1898
H -0.69841 0.36891 -2.46427 0.0136 0.0066 -0.1317
H -0.98304 1.32483 0.83936 0.1443 -0.0215 -0.0724
C 2.30725 0.78081 -0.49327 0.5294 0.1417 -0.1199
C 2.35828 -0.00625 0.53349 0.2744 -0.3644 0.5356
N 2.23005 -0.73809 1.50355 -0.3384 -0.0558 0.1481
H 2.29494 0.39439 -1.49131 0.0122 -0.2178 -0.2492
H 2.26905 1.84524 -0.37025 -0.0325 0.1878 0.1336
H 3.03717 -1.09644 1.99767 0.3075 0.1549 -0.2087
C -0.63532 -1.66771 1.04650 -0.1337 -0.2085 -0.1222
H -0.17457 -1.21223 0.17357 -0.0130 -0.0004 0.0249
H -0.18452 -2.64072 1.22155 0.0699 -0.0193 0.0335
H -1.70058 -1.79032 0.88454 -0.1360 -0.0119 -0.0739
H -0.46159 -1.04590 1.91298 0.0787 0.1418 0.1838
```
Positions in Å, forces in eV/Å.

SMILES: N/C=N\O.C=C=N.C
relative energy (zero: lowest compared OMol25 entry of this formula, charge and spin): 4.513 eV
LUMO: 0.76 eV
gap between HOMO and LUMO: 8.9 eV
multiplicity: 1

Entry 3:
Below is C3HCoFO2 as an isolated structure in a non-equilibrium geometry, with properties calculated with ωB97M-V/def2-TZVPD.

Geometry as XYZ:
```
8
Properties=species:S:1:pos:R:3:forces:R:3
H -0.46583 0.37120 2.07261 -1.1929 -0.3974 -0.4796
O 0.76946 0.95527 0.00883 0.4023 1.2587 0.4548
O -0.81191 -0.47892 -0.14676 -0.0642 -0.2073 0.5549
C 0.78881 0.39049 1.22535 -0.7274 -1.0804 -2.8002
C -0.24090 -0.60745 1.16005 2.9232 -2.1913 1.1750
C -0.13535 0.37173 -0.81478 0.3373 0.2843 2.2081
F -0.06622 -1.84589 1.52502 -1.5068 1.9759 0.3106
Co -0.44217 0.89706 -2.74466 -0.1715 0.3577 -1.4236
```
Positions in Å, forces in eV/Å.

<S²>: 6.014
relative energy (zero: lowest compared OMol25 entry of this formula, charge and spin): 3.481 eV
LUMO (alpha / beta): -17.24 / -19.16 eV
gap between HOMO and LUMO (alpha / beta): 10.8 / 8.7 eV
total charge: +3
multiplicity: 5

Entry 4:
Below is an isolated molecule of C4H7NO2, with properties calculated with ωB97M-V/def2-TZVPD.

Geometry as XYZ:
```
14
Properties=species:S:1:pos:R:3:forces:R:3
O -1.13497 -0.56523 1.36698 0.1314 -0.2021 -0.0219
C -1.01100 -0.01139 0.06950 0.0613 0.0350 -0.3485
C -0.27329 -0.95117 -0.88366 -0.2003 -0.0390 -0.0891
N 1.17509 -0.97572 -0.71169 0.0631 0.5608 0.4281
C 1.69881 -0.11024 0.04807 -0.0815 -0.2706 -0.1691
O 1.07882 0.90332 0.74254 0.5456 -0.1960 -0.2487
C -0.19564 1.27294 0.20767 -0.5197 0.0264 -0.1053
H -0.22642 -0.66864 1.68107 -0.1970 -0.0760 0.2779
H -2.03340 0.15277 -0.29211 0.2583 0.1762 0.0761
H -0.47957 -0.68207 -1.92635 -0.0284 -0.0284 0.1198
H -0.64553 -1.96907 -0.72975 0.0328 0.1062 -0.0689
H 2.77600 -0.14882 0.22510 -0.2806 0.2304 0.1609
H -0.03356 1.82712 -0.72612 -0.1474 -0.2508 0.0342
H -0.69430 1.92597 0.93064 0.3624 -0.0722 -0.0455
```
Positions in Å, forces in eV/Å.

SMILES: O[C@@H]1CN=COC1
relative energy (zero: lowest compared OMol25 entry of this formula, charge and spin): 1.491 eV
LUMO: 0.85 eV
gap between HOMO and LUMO: 10.7 eV
multiplicity: 1

Entry 5:
Below is an isolated ion of composition C4H13N3 and charge +1 in a non-equilibrium geometry, with properties calculated with ωB97M-V/def2-TZVPD.

Geometry as XYZ:
```
20
Properties=species:S:1:pos:R:3:forces:R:3
N 0.67868 -0.31736 -1.53773 1.0577 -0.4356 0.7643
C -0.11985 -0.05073 -0.43972 -0.6089 1.2584 -0.1054
C 0.35380 -0.51066 0.94635 -0.4542 0.2345 -0.6086
C 1.58601 0.28540 1.37324 -1.3032 1.1295 1.2605
N 1.25726 1.72682 1.39372 0.0724 -0.4371 -0.5758
C -1.64350 -0.68470 -0.62698 -1.1184 -1.2650 -0.6198
N -2.25853 -0.31210 -1.82875 -0.4736 -0.5472 1.3625
H 1.17890 -1.19893 -1.49183 -0.1650 -0.1863 -0.0099
H 1.35365 0.39451 -1.80130 -0.6184 0.3007 -0.4373
H -0.46197 0.98691 -0.42940 0.8467 0.1733 0.0211
H -0.44934 -0.28295 1.64510 -0.0585 -0.1232 0.0551
H 0.49397 -1.57709 0.89778 0.3297 -0.5485 0.2799
H 2.45165 0.05811 0.79865 0.7702 -0.2571 -0.4063
H 1.72896 0.06790 2.43417 0.4486 -0.7028 -0.2536
H 1.33732 2.07912 2.33356 0.1170 0.3087 -0.0941
H 1.82773 2.27391 0.76115 -0.0108 0.0361 0.2705
H -2.24765 -0.32899 0.20091 0.4942 0.3841 0.3506
H -1.54504 -1.77258 -0.52849 0.3474 0.1575 -0.1870
H -2.43884 -1.08095 -2.45805 0.2406 0.2316 -0.4891
H -3.08322 0.24434 -1.64236 0.0865 0.2886 -0.5775
```
Positions in Å, forces in eV/Å.

<S²>: 0.756
relative energy (zero: lowest compared OMol25 entry of this formula, charge and spin): 0.545 eV
LUMO (alpha / beta): -2.77 / -7.73 eV
gap between HOMO and LUMO (alpha / beta): 10.3 / 5.3 eV
total charge: +1
multiplicity: 2